A structure of composition C3HCaFO2. Source: the Open Molecules 2025 dataset; level of theory: ωB97M-V/def2-TZVPD.

Output
Multiplicity = 1
Max |F| = 0.099 Eh/bohr
E_HOMO = -18.70 eV
Orbital gap = 8.040 eV
ΔE to the lowest compared entry with this formula, charge and spin = 38.6 kcal per mole
Total charge = +2

Each line ends with the Mulliken charge.
Atoms and positions in Å:
F 1.3836 -0.0418 -1.4216  -0.126
O 0.8149 1.3457 0.2160  -0.097
C 0.0785 1.3774 1.3342  0.111
C 0.4658 0.3175 -0.6009  0.750
O -0.8532 0.3695 1.1484  -0.145
C -0.5897 -0.3690 0.0462  -0.757
Ca -0.3678 -2.7533 0.4712  1.915
H -0.9321 -0.2460 -1.1935  0.348

Forces on the atoms, in the same order (eV/Å):
-0.969 0.217 -0.571
0.188 0.221 -1.250
-0.827 -0.292 0.014
2.234 -0.035 3.703
-0.458 1.157 0.559
1.567 -0.947 -4.743
-0.226 -0.357 0.194
-1.510 0.036 2.094



A structure of composition C3HCl2N2. Source: the Open Molecules 2025 dataset; level of theory: ωB97M-V/def2-TZVPD.

Output
Multiplicity = 1
Max |F| = 0.072 Eh/bohr
E_HOMO = -16.75 eV
Orbital gap = 7.987 eV
ΔE to the lowest compared entry with this formula, charge and spin = 66.7 kcal per mole
Total charge = +1

Each line ends with the Mulliken charge.
Atoms and positions in Å:
C 0.9963 -1.1761 0.4971  0.499
C 0.2414 0.5873 -0.3203  0.652
C -0.8693 -0.4884 0.0477  0.017
N 1.5096 -0.1719 0.0996  -0.231
N -0.2939 -1.5196 0.6025  -0.341
Cl 0.4717 1.3254 -1.8095  0.002
Cl -0.1531 1.6441 1.0668  0.001
H -1.9027 -0.2007 -0.1838  0.400

Forces on the atoms, in the same order (eV/Å):
-2.317 2.639 -1.240
-1.110 0.060 1.418
1.636 0.527 -1.099
2.026 -1.782 0.912
-0.281 -0.866 0.206
-0.314 0.020 -0.324
0.279 0.275 -0.469
0.079 -0.874 0.595



A cluster of 2 separate species, C3HCl2NO2S in total. Source: the Open Molecules 2025 dataset; level of theory: ωB97M-V/def2-TZVPD.

Output
Multiplicity = 1
Max |F| = 0.055 Eh/bohr
E_HOMO (alpha / beta) = -9.46 / -10.59 eV
Orbital gap (alpha / beta) = 6.548 / 8.254 eV
ΔE to the lowest compared entry with this formula, charge and spin = 122.5 kcal per mole
Total charge = 0

Each line ends with the Mulliken charge.
Atoms and positions in Å:
C -1.0721 1.6984 0.3312  0.150
C -0.1365 -0.7732 1.1290  -0.364
C -0.5003 1.2482 -0.8689  0.384
N -1.5701 2.2428 1.2189  -0.356
O 1.9325 -2.5990 0.5805  -0.458
O 0.1950 -2.0302 -1.0503  -0.415
S 0.9199 -1.6427 0.1210  0.864
Cl 1.0889 1.7451 -1.3091  -0.085
Cl -1.2505 0.4694 -2.1606  -0.043
H 0.3930 -0.3588 2.0083  0.324

Forces on the atoms, in the same order (eV/Å):
-0.306 0.450 -0.893
1.826 -0.412 0.097
1.066 -0.465 -0.346
-0.006 -0.125 0.331
-0.927 1.966 -0.126
0.484 0.390 -1.049
-1.034 -2.303 1.226
-0.118 0.199 0.608
-0.743 0.031 0.526
-0.239 0.269 -0.374



A cluster of 2 separate species, C3HCl3F2 in total. Source: the Open Molecules 2025 dataset; level of theory: ωB97M-V/def2-TZVPD.

Output
Multiplicity = 1
Max |F| = 0.039 Eh/bohr
E_HOMO (alpha / beta) = -9.69 / -9.69 eV
Orbital gap (alpha / beta) = 5.993 / 5.999 eV
ΔE to the lowest compared entry with this formula, charge and spin = 102.6 kcal per mole
Total charge = 0

Each line ends with the Mulliken charge.
Atoms and positions in Å:
C -0.4321 0.0167 -0.4218  -0.101
C -0.1536 -1.2461 -1.0986  0.234
C -1.1570 -1.3192 -0.0349  0.433
F -1.1046 0.9970 -1.0539  -0.222
F -0.3034 -1.5447 -2.3664  -0.118
Cl 2.6834 -2.3169 -0.2789  -0.394
Cl -2.8274 -1.5676 -0.4902  -0.110
Cl -0.7612 -1.9617 1.5344  -0.081
H 0.2471 0.4218 0.3206  0.359

Forces on the atoms, in the same order (eV/Å):
0.337 0.870 -0.319
1.092 -0.514 -1.119
-0.496 -0.954 0.789
0.090 -0.433 -0.114
0.148 0.344 1.510
-1.809 0.685 -0.444
0.579 0.145 -0.132
0.049 0.220 -0.322
0.010 -0.362 0.150



A structure of composition C3HCl3O. Source: the Open Molecules 2025 dataset; level of theory: ωB97M-V/def2-TZVPD.

Output
Multiplicity = 1
Max |F| = 0.053 Eh/bohr
E_HOMO = -10.64 eV
Orbital gap = 9.508 eV
ΔE to the lowest compared entry with this formula, charge and spin = 33.2 kcal per mole
Total charge = 0

Each line ends with the Mulliken charge.
Atoms and positions in Å:
C 0.2191 0.6796 1.0297  0.187
C -0.0055 -0.5164 -1.1384  -0.202
C -0.5688 -0.2443 0.0456  0.461
O -0.2251 1.0507 2.0437  -0.268
Cl -0.6434 -1.5876 -2.2826  -0.112
Cl -1.9856 -0.9057 0.7020  -0.101
Cl 2.2883 1.5525 1.0112  -0.324
H 0.9210 -0.0288 -1.4112  0.360

Forces on the atoms, in the same order (eV/Å):
-0.321 0.706 1.363
-0.200 0.225 0.537
2.459 0.864 0.059
0.308 -0.404 -0.941
-0.125 -0.015 -0.043
-0.014 0.038 -0.122
-2.145 -1.387 -0.926
0.038 -0.028 0.073



An isolated molecule of C3HF2NO. Source: the Open Molecules 2025 dataset; level of theory: ωB97M-V/def2-TZVPD.

Output
Multiplicity = 1
Structure (SMILES) = Fc1cnc(F)o1
Max |F| = 0.086 Eh/bohr
E_HOMO = -9.91 eV
Orbital gap = 10.659 eV
ΔE to the lowest compared entry with this formula, charge and spin = 10.2 kcal per mole
Total charge = 0

Each line ends with the Mulliken charge.
Atoms and positions in Å:
F 2.0972 -1.0016 -0.1177  -0.230
C 0.9552 -0.3317 0.0295  0.465
C 0.5044 0.9235 0.0976  -0.261
N -0.8264 0.8691 -0.0709  -0.410
C -1.1845 -0.3223 0.0853  0.568
F -2.4180 -0.8954 -0.1051  -0.210
O -0.1752 -1.1613 0.1766  -0.228
H 1.0472 1.9197 -0.0953  0.305

Forces on the atoms, in the same order (eV/Å):
-1.048 0.896 0.530
-0.355 -2.024 0.853
3.107 2.393 -2.003
-3.366 1.939 0.940
-1.479 -1.248 -1.174
2.328 1.219 0.678
1.586 -1.159 -0.462
-0.774 -2.015 0.637